Computed, not measured: a 2-piece molecular cluster, C9H14O overall, with wB97M-V/def2-TZVPD.

Its max |F| is 1.18 eV/Å. For the molar mass, the calculation gives 138.21 g/mol. The value obtained for the HOMO-LUMO gap is 9.57 eV. For the energy above the lowest of the compared OMol25 structures with the same formula, charge and spin, the calculation gives 9.2 kcal per mole. As for the HOMO energy: -0.318 hartree.

Geometry (Å):
C1 2.129 1.911 -0.844
C2 1.608 2.197 0.576
H1 3.164 1.573 -0.792
H2 1.383 1.285 -1.325
H3 2.147 2.829 -1.432
H4 1.044 3.125 0.586
H5 2.436 2.350 1.268
H6 1.040 1.361 0.993
C3 -2.677 0.120 -1.271
C4 -0.776 -1.458 1.655
C5 -1.757 -0.815 0.906
C6 0.390 -1.823 1.002
C7 -1.607 -0.567 -0.447
C8 0.546 -1.655 -0.357
C9 -0.475 -1.058 -1.100
O1 1.495 -2.293 1.708
H7 -0.928 -1.691 2.698
H8 -2.654 -0.465 1.407
H9 1.224 -2.997 2.313
H10 1.482 -1.863 -0.862
H11 -3.684 0.013 -0.872
H12 -2.629 -0.267 -2.286
H13 -0.400 -1.012 -2.180
H14 -2.501 1.199 -1.345